{
  "formula": "C22H37ClP2V",
  "method": "the ωB97M-V functional and the def2-TZVPD basis",
  "symbols": ["P", "P", "C", "C", "H", "H", "H", "H", "C", "H", "H", "H", "C", "H", "H", "H", "C", "H", "H", "H", "C", "H", "H", "H", "V", "C", "C", "C", "C", "C", "C", "C", "C", "C", "H", "H", "H", "H", "H", "H", "H", "H", "H", "H", "H", "H", "H", "H", "H", "Cl", "C", "C", "C", "C", "C", "C", "C", "H", "H", "H", "H", "H", "H"],
  "positions_angstrom": [[-0.64023, -1.99973, -1.79209], [1.32508, 0.94320, -1.20270], [0.03250, -0.80739, -3.01755], [1.39748, -0.19727, -2.68224], [-0.72477, -0.02803, -3.20149], [0.10911, -1.38097, -3.95561], [2.17021, -0.96415, -2.51564], [1.73077, 0.42833, -3.52146], [0.65693, 2.38954, -2.15500], [0.80096, 3.28979, -1.54764], [-0.41021, 2.29482, -2.38831], [1.21392, 2.51581, -3.09242], [3.00459, 1.71526, -1.11257], [3.36887, 1.85071, -2.13906], [3.73253, 1.11362, -0.55811], [2.91648, 2.70085, -0.63848], [-0.06340, -3.57976, -2.54770], [-0.44893, -4.40336, -1.93440], [1.03368, -3.63077, -2.57821], [-0.46710, -3.66925, -3.56119], [0.23345, -2.18672, -0.22805], [1.34011, -1.99988, -0.33339], [0.16705, -3.23297, 0.12593], [-0.25425, -1.57848, 0.55891], [1.27208, -0.36276, 0.52667], [-2.43193, 2.80943, -0.58518], [-3.19313, 2.23058, -1.52079], [-3.20613, 0.80269, -2.02202], [-3.48381, -0.29444, -0.95960], [-3.45058, -1.70556, -1.49870], [-2.45693, -2.31881, -2.17119], [-0.54597, 0.91730, -0.25849], [-1.21584, 2.25707, 0.18211], [3.20555, -1.20910, 0.81480], [-2.66502, 3.84599, -0.29717], [-3.93516, 2.86313, -2.03046], [-2.29566, 0.57271, -2.59371], [-4.02828, 0.72752, -2.75288], [-2.82953, -0.16462, -0.08280], [-4.50772, -0.12369, -0.58617], [-4.38020, -2.25564, -1.30583], [-2.66820, -3.17432, -2.83134], [-0.44043, 0.32831, 0.69539], [-1.18627, 0.40068, -0.97384], [-1.51903, 2.11989, 1.23581], [-0.45027, 3.05010, 0.21524], [4.00255, -0.49672, 0.56498], [3.34005, -2.15696, 0.26150], [3.19257, -1.41314, 1.90121], [1.98197, 1.48237, 1.97856], [1.51894, 0.94875, 3.59626], [1.95399, 1.64402, 4.71365], [1.54726, 1.21306, 5.98728], [0.68211, 0.11699, 6.10444], [0.23750, -0.55315, 4.97414], [0.69133, -0.17800, 3.68867], [0.34364, -0.97671, 2.50350], [2.61149, 2.50794, 4.60528], [1.90050, 1.73522, 6.87719], [0.35095, -0.21828, 7.08991], [-0.45253, -1.39424, 5.05026], [0.99968, -1.86664, 2.37396], [-0.71436, -1.29414, 2.54781]],
  "homo_ev": [-13.612, -13.468],
  "orbital_gap_ev": [6.2, 6.2],
  "total_charge": 2,
  "e_lumo_ev": [-7.41, -7.23],
  "spin_multiplicity": 2
}

---

{
  "formula": "C22H37CrN2O5Se2",
  "method": "the ωB97M-V functional and the def2-TZVPD basis",
  "symbols": ["Cr", "C", "N", "C", "C", "O", "C", "O", "C", "C", "O", "N", "C", "C", "H", "H", "H", "H", "H", "H", "H", "H", "H", "H", "H", "H", "H", "H", "H", "H", "C", "Se", "C", "C", "Se", "C", "H", "H", "H", "H", "H", "H", "H", "H", "H", "H", "C", "C", "C", "C", "C", "C", "C", "C", "C", "C", "O", "O", "H", "H", "H", "H", "H", "H", "H", "H", "H", "H", "H"],
  "positions_angstrom": [[0.64604, 0.33078, 0.94360], [-3.39705, 0.34756, 3.36431], [-3.35060, 0.35168, 1.90456], [-4.53480, 0.87977, 1.23223], [-2.23474, 0.05107, 1.25610], [-1.18789, -0.30970, 1.82759], [-2.23247, 0.15091, -0.26979], [-1.02866, -0.36306, -0.79125], [-0.98222, -1.76550, -0.94241], [0.32685, -2.30647, -0.38008], [1.06054, -1.58551, 0.31588], [0.63866, -3.56887, -0.65366], [1.84836, -4.16002, -0.08446], [-0.26429, -4.46371, -1.37137], [-4.15481, -0.36175, 3.69791], [-3.66073, 1.34426, 3.71849], [-2.42856, 0.07521, 3.76603], [-5.39194, 0.72081, 1.88149], [-4.73189, 0.36646, 0.29493], [-4.43647, 1.95060, 1.04537], [-2.28263, 1.20162, -0.56067], [-3.09350, -0.36333, -0.70197], [-1.06233, -2.01204, -2.00293], [-1.80691, -2.25923, -0.41688], [2.49652, -3.37224, 0.28144], [2.36276, -4.72534, -0.85924], [1.59038, -4.83045, 0.73672], [-0.60715, -4.02423, -2.30599], [-1.12592, -4.73911, -0.76029], [0.28349, -5.36937, -1.61450], [1.02769, 2.13939, 5.97306], [0.11398, 1.19888, 4.54034], [1.15427, -0.44479, 4.62752], [2.62817, -0.29372, 4.30245], [3.02575, 0.31145, 2.48954], [3.17121, 2.22539, 2.79781], [1.04275, 1.52360, 6.86913], [0.45971, 3.04556, 6.16869], [2.03828, 2.41277, 5.67931], [0.66561, -1.12189, 3.92537], [1.03470, -0.86226, 5.62904], [3.12918, -1.25746, 4.40162], [3.13139, 0.39727, 4.97764], [3.91434, 2.40107, 3.57179], [2.20151, 2.63269, 3.07098], [3.51615, 2.66742, 1.86587], [2.21919, 8.02223, -1.38899], [1.92508, 6.59709, -1.01821], [2.85745, 5.59364, -1.22116], [2.60767, 4.26571, -0.88473], [3.69665, 3.26944, -1.19016], [1.37285, 3.94404, -0.29346], [0.40422, 4.94949, -0.08328], [-0.96379, 4.69663, 0.50082], [0.70053, 6.24983, -0.45800], [1.09878, 2.55122, 0.12603], [1.74994, 1.56125, -0.32765], [0.19041, 2.29565, 0.99754], [3.18430, 8.11317, -1.88417], [2.23282, 8.65464, -0.49954], [1.45293, 8.41709, -2.05727], [3.81444, 5.84466, -1.66355], [3.36847, 2.56643, -1.95464], [3.97798, 2.66989, -0.32569], [4.57987, 3.79224, -1.55214], [-1.46305, 3.87593, -0.01563], [-1.57514, 5.59072, 0.38450], [-0.91647, 4.43361, 1.55558], [-0.04914, 7.01895, -0.30911]],
  "homo_ev": [-9.871, -10.626],
  "orbital_gap_ev": [7.8, 8.5],
  "relative_energy_kj_mol": 0.0,
  "total_charge": 1,
  "e_lumo_ev": [-2.11, -2.12],
  "spin_multiplicity": 5
}

---

{
  "formula": "C22H37N3O4S",
  "method": "the ωB97M-V functional and the def2-TZVPD basis",
  "symbols": ["C", "C", "C", "C", "C", "C", "C", "C", "N", "C", "O", "C", "C", "N", "S", "O", "O", "C", "C", "C", "C", "N", "C", "C", "O", "C", "C", "C", "C", "C", "H", "H", "H", "H", "H", "H", "H", "H", "H", "H", "H", "H", "H", "H", "H", "H", "H", "H", "H", "H", "H", "H", "H", "H", "H", "H", "H", "H", "H", "H", "H", "H", "H", "H", "H", "H", "H"],
  "positions_angstrom": [[2.59371, 5.73514, 1.89590], [1.59279, 4.59225, 1.76471], [2.12212, 3.42618, 0.93013], [2.34590, 3.79209, -0.53774], [2.51104, 2.55948, -1.42725], [3.76518, 1.75609, -1.08761], [4.06506, 0.63777, -2.08773], [2.92337, -0.37334, -2.24280], [2.46600, -0.88965, -0.97303], [2.83525, -2.09444, -0.49507], [3.50232, -2.89151, -1.12707], [2.28264, -2.39503, 0.89116], [0.85793, -2.97715, 0.81743], [-0.07257, -2.00884, 0.25335], [-0.35351, -0.61532, 1.13008], [0.41467, 0.47441, 0.57157], [-0.18491, -0.91208, 2.51939], [-2.07494, -0.36026, 0.76350], [-2.47059, 0.58980, -0.15692], [-3.81021, 0.73403, -0.46818], [-4.75519, -0.08596, 0.14937], [-6.11794, 0.00272, -0.11855], [-6.77460, 0.82112, -1.00434], [-8.27020, 0.59434, -0.98301], [-6.23048, 1.62593, -1.71905], [-4.33761, -1.04122, 1.08191], [-2.99915, -1.17837, 1.38597], [0.74840, -4.28723, 0.02031], [-0.67088, -4.83911, 0.14588], [1.76790, -5.32270, 0.48771], [2.20428, 6.50779, 2.55561], [2.79711, 6.18670, 0.92834], [3.53187, 5.37225, 2.31066], [0.67013, 4.96897, 1.31665], [1.34609, 4.22150, 2.76244], [3.05942, 3.07920, 1.36915], [1.40610, 2.60270, 0.97971], [3.22830, 4.42818, -0.63586], [1.48355, 4.36219, -0.89332], [1.62682, 1.93195, -1.30451], [2.56344, 2.87778, -2.47235], [3.65907, 1.32564, -0.09130], [4.62441, 2.43141, -1.06445], [4.27314, 1.06611, -3.07051], [4.95837, 0.10376, -1.75740], [3.27181, -1.22661, -2.83056], [2.07642, 0.09179, -2.75519], [1.94971, -0.24836, -0.38196], [2.23609, -1.48212, 1.48803], [2.94213, -3.10734, 1.38404], [0.50869, -3.14140, 1.84224], [0.15507, -1.77905, -0.70420], [-1.72267, 1.21758, -0.61434], [-4.13302, 1.47214, -1.18292], [-6.69292, -0.63468, 0.41589], [-8.66754, 0.79704, 0.00939], [-8.49938, -0.43521, -1.25022], [-8.74135, 1.26149, -1.69856], [-5.06912, -1.67353, 1.56469], [-2.65334, -1.90237, 2.10547], [0.94832, -4.05992, -1.03216], [-0.86623, -5.13718, 1.17377], [-1.39903, -4.08409, -0.13990], [-0.79632, -5.70845, -0.49495], [2.77099, -5.02804, 0.19490], [1.72656, -5.44395, 1.56808], [1.55152, -6.28300, 0.02557]],
  "smiles": "CCCCCCCCNC(=O)C[C@@H](NS(=O)(=O)c1ccc(NC(C)=O)cc1)C(C)C",
  "homo_ev": -9.143,
  "orbital_gap_ev": 9.5,
  "relative_energy_kj_mol": 3.8,
  "total_charge": 0,
  "e_lumo_ev": 0.36
}